Entry 1:
A structure of composition C15H15CdN6O9 at a distorted geometry, computed with the ωB97M-V functional and the def2-TZVPD basis.

Calculated values
Net charge ... -1
Lowest unoccupied orbital energy ... 2.34 eV
Energy relative to the best compared isomer or geometry (same formula, charge and spin) ... 11.8 kcal per mole
HOMO ... -5.272 eV

Structure (XYZ):
```
46
Properties=species:S:1:pos:R:3:forces:R:3:lowdin_charge:R:1
Cd 18.385 -21.392 16.739 0.872 0.397 -0.358 1.3342
N 18.858 -18.358 15.485 -1.816 2.027 1.338 -0.6077
O 18.395 -17.737 14.532 0.332 -0.006 -1.141 -0.0301
O 18.548 -19.562 15.620 0.187 -0.742 -1.100 -0.1981
O 19.389 -17.752 16.417 1.263 -0.424 -0.014 -0.0221
N 17.961 -23.376 13.966 -0.243 -0.251 -2.034 -0.6076
O 17.370 -24.464 14.094 0.030 0.178 1.369 -0.0484
O 18.099 -22.544 14.897 -0.120 -0.949 0.188 -0.1895
O 18.382 -23.068 12.855 0.479 0.221 -0.238 -0.0119
N 18.350 -19.239 19.325 0.210 1.770 0.074 -0.6048
O 18.327 -20.164 18.479 -0.257 -0.404 0.707 -0.2135
O 18.748 -19.489 20.465 0.168 -0.404 0.587 -0.0432
O 18.027 -18.099 18.989 -0.285 -0.523 0.211 0.0037
N 20.592 -21.308 16.594 2.667 -0.075 0.243 -0.0154
C 21.279 -21.927 15.606 -0.666 -0.213 -1.024 -0.1209
C 22.653 -21.954 15.426 0.223 0.610 2.505 -0.0466
C 23.359 -21.352 16.475 0.367 0.252 -0.597 -0.0854
C 22.722 -20.622 17.468 -0.350 -0.929 -0.198 -0.0533
C 21.325 -20.663 17.528 0.787 0.368 -0.828 -0.1002
H 20.685 -22.429 14.852 -0.438 0.067 0.101 0.1000
H 23.250 -22.492 14.706 -0.677 -0.102 -0.440 0.1023
H 24.437 -21.448 16.452 0.129 0.253 0.161 0.0971
H 23.292 -20.119 18.235 -0.079 0.065 0.032 0.1017
H 20.882 -20.072 18.318 -0.783 -0.290 -0.134 0.1083
N 16.276 -21.442 16.718 -4.621 -0.662 -0.527 -0.0262
C 15.545 -22.569 16.968 0.264 0.131 -0.045 -0.1118
C 14.157 -22.637 17.010 0.672 0.462 -0.789 -0.0611
C 13.447 -21.491 16.690 -0.626 -0.500 0.255 -0.0828
C 14.121 -20.340 16.369 0.297 -0.217 0.121 -0.0537
C 15.506 -20.383 16.356 1.138 0.555 1.145 -0.0882
H 16.057 -23.512 17.105 0.524 0.204 0.144 0.0965
H 13.665 -23.591 17.134 0.051 0.004 0.250 0.1022
H 12.366 -21.526 16.697 -0.081 0.121 0.015 0.1039
H 13.594 -19.412 16.209 0.137 0.024 -0.272 0.1091
H 16.043 -19.454 16.212 0.262 -0.074 -0.295 0.1147
N 18.772 -23.175 18.027 0.430 -2.541 1.706 -0.0086
C 18.977 -23.161 19.368 -0.532 0.239 -0.325 -0.1007
C 19.116 -24.304 20.150 0.380 0.543 0.112 -0.0615
C 19.072 -25.548 19.564 0.075 -0.192 0.229 -0.0840
C 18.872 -25.597 18.211 0.688 0.099 -0.626 -0.0682
C 18.777 -24.415 17.490 -1.012 0.115 -0.221 -0.1292
H 18.933 -22.195 19.856 0.184 0.261 -0.190 0.0948
H 19.337 -24.186 21.201 -0.201 0.040 0.067 0.1048
H 19.203 -26.464 20.123 -0.015 0.045 0.177 0.1063
H 18.933 -26.531 17.671 -0.330 -0.025 -0.051 0.1076
H 18.510 -24.526 16.446 0.318 0.473 -0.293 0.0875
```
Positions in Å, forces in eV/Å.

---

Entry 2:
A cluster of 11 separate species, C30H85N3O11 in total at a distorted geometry, computed with the ωB97M-V functional and the def2-TZVPD basis.

Calculated values
Multiplicity ... 2
Net charge ... +1
Lowest unoccupied orbital energy (spin up / spin down) ... -2.70 / -8.56 eV
Energy relative to the best compared isomer or geometry (same formula, charge and spin) ... 0.0 kcal per mole
HOMO (spin up / spin down) ... -10.895 / -10.895 eV

Structure (XYZ):
```
129
Properties=species:S:1:pos:R:3:forces:R:3:lowdin_charge:R:1
C -2.472 -4.611 2.318 0.894 1.300 -0.564 -0.0430
C -3.026 -3.190 2.117 -1.631 -1.709 0.338 -0.5014
C -4.568 -3.281 2.166 0.436 0.773 -0.534 -0.0520
O -2.533 -2.318 3.083 0.643 1.007 0.484 -0.0554
H -2.820 -5.074 3.242 -0.613 -0.157 -0.327 0.0873
H -1.397 -4.528 2.481 0.210 -0.200 -0.430 0.0591
H -2.692 -5.118 1.379 0.024 -0.727 0.424 0.0830
H -2.794 -2.755 1.145 0.510 -0.125 0.048 0.1109
H -4.930 -2.258 2.268 -0.316 -0.046 0.257 0.0786
H -4.943 -3.936 2.952 0.059 0.150 0.082 0.0805
H -4.941 -3.629 1.203 -0.054 -0.256 0.015 0.0739
H -2.766 -2.645 3.956 -0.084 -0.059 0.189 0.1110
C -3.359 1.809 3.810 -0.170 0.666 0.645 -0.0357
C -4.296 2.687 2.990 -0.530 -0.928 -1.733 -0.4736
C -3.619 3.134 1.741 1.817 1.660 -0.372 -0.0882
O -5.384 1.928 2.446 -0.865 -0.782 0.920 -0.0657
H -3.013 0.897 3.325 -0.420 0.045 -0.354 0.0690
H -3.793 1.551 4.776 -0.050 -0.079 -0.041 0.0813
H -2.461 2.394 4.008 0.099 0.067 0.142 0.0797
H -4.735 3.551 3.488 0.433 -0.065 0.635 0.1415
H -4.206 3.675 0.998 -0.625 -0.300 0.211 0.0853
H -3.094 2.329 1.228 -0.082 -0.145 0.114 0.0595
H -2.890 3.890 2.033 0.647 0.038 -0.104 0.0686
H -6.117 2.544 2.375 -0.205 -0.211 -0.118 0.0842
C -3.419 -1.546 -1.382 0.042 0.461 -0.563 -0.0461
C -3.766 -0.417 -2.365 -0.321 0.729 1.227 -0.4899
C -3.393 0.918 -1.732 0.261 0.349 0.341 -0.0527
O -3.064 -0.630 -3.559 0.448 0.007 -0.725 -0.0502
H -3.840 -2.517 -1.645 -0.447 0.058 0.093 0.0806
H -3.661 -1.243 -0.363 0.007 -0.347 -0.008 0.0766
H -2.345 -1.672 -1.518 0.277 0.092 0.515 0.0667
H -4.830 -0.293 -2.567 -0.293 -0.628 -0.085 0.1367
H -3.609 1.819 -2.306 -0.028 -0.292 -0.513 0.0844
H -2.345 0.974 -1.437 0.217 -0.172 -0.051 0.0661
H -3.975 1.053 -0.821 -0.065 -0.192 0.119 0.0742
H -3.149 -1.569 -3.739 -0.032 -0.066 -0.312 0.0758
C -0.376 0.295 1.785 -0.158 1.050 0.643 -0.0394
C 0.493 -0.408 0.753 0.145 0.542 0.757 -0.4429
C 1.100 0.513 -0.317 -1.662 -0.495 -0.423 -0.0444
O 1.567 -1.033 1.410 -0.106 -1.190 0.008 -0.0994
H -0.818 -0.371 2.526 -0.071 -0.320 -0.334 0.0677
H -1.161 0.935 1.381 -0.300 -0.342 -0.449 0.0592
H 0.174 1.009 2.398 0.558 -0.051 -0.075 0.0594
H -0.135 -1.231 0.412 0.124 0.010 -0.901 0.1318
H 1.709 1.317 0.097 0.176 -0.414 0.002 0.0637
H 0.283 0.974 -0.871 -0.157 0.291 -0.080 0.0616
H 1.615 -0.104 -1.054 0.460 0.160 0.175 0.0590
H 2.172 -0.332 1.666 0.772 0.674 0.123 0.0218
C 0.358 1.145 -4.131 -0.164 -0.276 0.694 -0.0536
C 0.893 2.532 -3.932 -0.595 1.314 -1.758 -0.5040
C 2.097 2.667 -3.113 1.492 -0.422 1.858 -0.0512
O 1.200 3.096 -5.220 -0.458 -0.402 -0.668 -0.0521
H 0.167 0.741 -3.137 -0.006 -0.127 0.145 0.0548
H 1.072 0.468 -4.601 -0.016 0.149 -0.349 0.0759
H -0.624 1.169 -4.602 0.246 -0.111 -0.433 0.0903
H 0.067 3.126 -3.542 -0.136 0.049 0.451 0.1311
H 2.248 3.630 -2.626 -0.457 0.190 -0.001 0.0790
H 3.031 2.531 -3.658 -0.182 -0.435 -0.333 0.0966
H 2.054 1.925 -2.316 0.295 0.078 0.229 0.0597
H 1.529 3.991 -5.112 0.003 0.057 0.125 0.0869
C 3.370 -2.397 -1.003 0.150 0.822 -1.116 -0.0728
C 3.774 -3.791 -0.597 -1.274 0.261 0.512 -0.4659
C 3.035 -4.284 0.655 0.695 -0.384 -0.169 -0.0373
O 3.349 -4.700 -1.612 0.129 -0.139 -0.559 -0.0692
H 2.318 -2.321 -1.278 -0.396 -0.025 1.045 0.0577
H 3.775 -2.104 -1.972 0.808 -0.382 -0.404 0.0715
H 3.745 -1.591 -0.374 -0.563 -0.201 0.480 0.0834
H 4.860 -3.802 -0.507 0.096 -0.338 0.316 0.1398
H 1.960 -4.373 0.499 -0.047 0.550 -0.184 0.0816
H 3.249 -3.685 1.540 -0.064 -0.017 -0.077 0.0795
H 3.336 -5.318 0.819 0.272 0.026 0.277 0.0800
H 3.753 -4.377 -2.420 0.138 -0.171 -0.245 0.0709
O 3.810 3.644 0.807 0.561 -0.148 0.064 -0.0431
H 2.944 3.982 0.577 -0.724 0.275 -0.351 -0.0035
H 4.339 4.426 0.965 0.253 0.109 0.092 0.0559
O 0.454 -2.889 3.249 0.105 -0.567 0.412 -0.0541
H 0.940 -2.586 2.483 0.368 0.443 -0.286 -0.0083
H -0.449 -2.619 3.084 -0.512 0.198 0.064 -0.0178
C 2.479 1.753 4.106 -0.358 -0.282 -0.457 -0.0393
C 3.585 0.899 3.442 0.150 0.356 0.531 -0.3588
C 3.382 -0.548 3.910 0.865 0.496 -0.409 -0.2336
O 3.740 -0.655 5.281 -0.738 -0.408 -0.083 -0.1707
C 3.157 -1.852 5.811 -0.167 0.222 -0.529 -0.0887
N 3.571 1.011 1.949 -0.674 -0.650 0.812 0.0547
H 2.629 1.991 5.160 0.679 0.121 -0.178 0.0835
H 1.551 1.185 4.162 -0.216 -0.078 -0.423 0.0652
H 2.290 2.660 3.531 0.062 0.155 0.144 0.0627
H 4.524 1.241 3.877 0.320 -0.002 -0.169 0.1330
H 4.035 -1.226 3.361 0.136 -0.191 -0.388 0.1258
H 2.354 -0.817 3.664 -0.214 -0.290 0.548 0.0966
H 3.525 -2.060 6.816 -0.058 0.315 -0.109 0.0898
H 3.358 -2.710 5.169 0.454 -0.166 -0.089 0.0809
H 2.072 -1.766 5.756 -0.186 0.088 0.480 0.0833
H 4.356 0.571 1.489 0.274 -0.473 0.423 0.0860
H 3.638 1.959 1.605 -0.194 0.473 0.424 0.0212
C 0.310 -2.325 -3.780 -1.751 -0.450 0.422 -0.0370
C 0.930 -3.540 -4.442 0.751 2.379 1.461 -0.3226
C -0.168 -4.207 -5.420 -2.233 -1.637 -1.074 -0.1073
O -1.236 -4.849 -4.735 2.474 0.325 -0.029 -0.0662
C -0.878 -6.201 -4.263 -0.765 0.225 -0.772 0.0084
N 1.986 -2.960 -5.205 -1.575 -2.766 -1.216 0.2195
H -0.571 -2.615 -3.208 0.040 -0.109 0.233 0.0882
H -0.111 -1.693 -4.562 0.321 0.491 0.112 0.0887
H 0.994 -1.808 -3.106 0.069 -0.022 -0.330 0.0831
H 1.198 -4.281 -3.689 0.534 -0.329 -0.379 0.1489
H 0.282 -4.921 -6.110 0.616 -0.282 0.419 0.1360
H -0.580 -3.449 -6.087 -0.211 0.457 0.591 0.1471
H -0.170 -6.178 -3.434 -0.109 0.220 0.070 0.1056
H -0.479 -6.782 -5.095 0.286 0.208 -0.073 0.1016
H -1.816 -6.690 -4.000 0.093 0.346 0.341 0.1078
H 2.411 -3.664 -5.791 1.307 -0.301 0.178 0.1304
H 1.571 -2.347 -5.893 0.173 1.257 0.205 0.1300
C -1.439 6.887 -0.829 -0.532 -0.882 -0.865 -0.0722
C -0.473 6.205 0.103 -0.650 0.285 -0.669 -0.4674
C 0.467 5.247 -0.680 0.192 0.531 1.010 -0.1414
O 1.226 4.375 0.191 -0.878 -0.256 -0.495 -0.2327
C 0.451 3.632 1.124 0.169 -0.463 0.084 -0.0961
N 0.272 7.244 0.786 1.246 -0.792 0.538 0.0554
H -2.172 6.158 -1.174 -0.140 -0.178 -0.131 0.0733
H -0.912 7.208 -1.727 -0.130 0.662 0.118 0.0847
H -2.034 7.651 -0.329 0.443 0.286 -0.139 0.0848
H -1.112 5.645 0.786 0.214 -0.499 0.196 0.1124
H 1.269 5.760 -1.211 -0.244 0.530 0.023 0.1336
H -0.119 4.743 -1.449 -0.109 -0.666 0.232 0.1146
H 0.195 4.280 1.962 -0.247 -0.302 0.144 0.1007
H 1.002 2.751 1.454 0.678 0.523 0.282 0.0503
H -0.412 3.111 0.710 -0.490 0.693 -0.422 0.0839
H -0.185 7.556 1.631 -0.598 0.267 -0.076 0.0798
H 1.026 6.700 1.181 0.929 0.356 0.240 0.0618
```
Positions in Å, forces in eV/Å.

---

Entry 3:
A structure of composition C11H35N4O11S at a distorted geometry, computed with the ωB97M-V functional and the def2-TZVPD basis.

Calculated values
Net charge ... +3
Lowest unoccupied orbital energy ... -9.57 eV
Energy relative to the best compared isomer or geometry (same formula, charge and spin) ... 0.0 kcal per mole
HOMO ... -17.576 eV

Structure (XYZ):
```
62
Properties=species:S:1:pos:R:3:forces:R:3:lowdin_charge:R:1
N 1.760 4.062 2.852 0.094 -0.555 -0.022 0.2992
H 2.172 4.777 2.249 -0.234 0.216 0.099 0.1639
H 1.310 4.446 3.682 0.131 0.478 -0.106 0.1494
H 2.529 3.472 3.173 0.057 0.061 -0.042 0.1474
H 1.074 3.438 2.340 0.030 -0.380 -0.264 0.0797
N -1.484 3.667 -0.535 -0.176 0.871 1.983 0.3005
H -0.971 3.244 0.255 0.156 -0.450 -0.587 0.0873
H -1.440 3.121 -1.439 0.245 -0.475 -0.564 0.0823
H -1.149 4.632 -0.544 0.020 -0.038 -0.830 0.1538
H -2.445 3.730 -0.193 -0.163 -0.091 -0.482 0.1523
N 1.539 -0.121 3.391 -0.057 0.370 -1.228 0.3028
H 2.460 0.286 3.554 0.137 -0.492 0.521 0.1517
H 1.013 0.656 2.871 -0.293 -0.170 0.212 0.0797
H 1.071 -0.455 4.229 0.243 0.218 0.255 0.1487
H 1.648 -0.937 2.765 0.089 -0.085 -0.174 0.1187
N -1.882 1.982 4.218 -0.177 0.110 -0.162 0.3084
H -2.877 2.186 4.075 0.076 0.281 0.040 0.1648
H -1.453 2.673 4.834 -0.349 0.066 0.221 0.1513
H -1.351 2.020 3.307 0.340 -0.424 -0.213 0.0988
H -1.855 1.071 4.679 0.203 -0.062 -0.144 0.1547
C -0.221 0.985 0.996 -1.014 -0.756 0.939 -0.2512
O 0.103 1.980 1.963 0.105 0.137 0.743 -0.4616
H -0.456 0.035 1.522 0.368 -0.104 -0.103 0.0564
H -1.207 1.136 0.538 0.291 0.397 -0.476 0.0623
H 0.531 0.746 0.244 0.059 0.463 -0.111 0.0772
C -1.523 -4.389 0.225 -0.196 0.001 -0.349 -0.0007
C -0.606 -3.222 0.464 -0.061 0.189 1.095 -0.3179
C 0.047 -3.174 1.860 -0.811 0.028 0.389 -0.1019
O 1.370 -2.717 1.594 0.298 -0.111 0.311 0.0000
C 1.687 -3.107 0.303 -0.006 -0.042 -0.036 -0.5364
O 2.787 -3.225 -0.109 -0.130 0.311 0.150 0.2027
O 0.553 -3.302 -0.378 -0.130 -0.063 -0.350 0.1044
H -1.920 -4.343 -0.789 0.179 -0.128 -0.077 0.0885
H -2.406 -4.359 0.865 0.176 0.056 0.254 0.1042
H -0.993 -5.329 0.365 -0.063 -0.039 -0.007 0.1089
H -1.134 -2.274 0.320 0.193 0.045 -0.499 0.1306
H 0.000 -4.135 2.380 0.543 -0.136 -0.284 0.1467
H -0.412 -2.471 2.565 -0.160 0.115 -0.333 0.1141
C -3.220 -1.652 -2.113 0.280 0.174 0.748 -0.0105
C -1.807 -1.258 -2.520 -0.611 -1.315 -1.078 -0.3022
C -1.704 -0.978 -4.027 -0.262 0.483 0.858 -0.0161
O -1.958 0.443 -4.032 0.283 0.500 -0.388 0.1153
C -1.618 0.971 -2.882 -0.099 -1.044 -0.452 -0.5384
O -1.537 2.163 -2.714 -0.009 0.241 0.906 0.1191
O -1.394 -0.003 -1.955 -0.007 0.921 0.211 0.0629
H -3.500 -2.631 -2.500 0.099 0.139 -0.446 0.1031
H -3.934 -0.892 -2.428 -0.150 -0.118 -0.002 0.1015
H -3.283 -1.794 -1.028 -0.030 0.333 -0.001 0.0756
H -1.120 -2.061 -2.263 0.354 0.347 0.332 0.1430
H -2.513 -1.401 -4.610 0.313 -0.390 -0.151 0.1527
H -0.692 -1.155 -4.385 -0.162 -0.057 -0.398 0.1426
C 4.040 0.405 -2.230 0.304 -1.059 0.611 -0.1533
C 2.891 -0.543 -1.769 0.002 -0.170 0.109 -0.1619
O 1.885 -0.490 -2.793 -0.241 0.753 -0.477 -0.1977
S 2.029 0.991 -3.428 0.485 -0.402 0.037 0.6280
O 1.631 1.926 -2.411 0.211 -0.191 -0.077 -0.2548
O 1.468 1.068 -4.722 0.131 -0.330 0.380 -0.1663
O 3.631 0.890 -3.502 -0.882 0.931 0.084 -0.1491
H 4.956 -0.165 -2.364 -0.010 0.060 -0.276 0.1416
H 4.246 1.169 -1.482 -0.229 0.395 -0.338 0.1247
H 2.410 -0.218 -0.841 0.296 -0.005 0.042 0.1014
H 3.220 -1.573 -1.690 -0.082 -0.007 -0.004 0.1173
```
Positions in Å, forces in eV/Å.

---

Entry 4:
The molecule C8H15N at a distorted geometry, computed with the ωB97M-V functional and the def2-TZVPD basis.

Calculated values
SMILES ... CC(C)=NC(C)=C(C)C
Net charge ... 0
Lowest unoccupied orbital energy ... 0.79 eV
Energy relative to the best compared isomer or geometry (same formula, charge and spin) ... 58.2 kcal per mole
HOMO ... -7.320 eV

Structure (XYZ):
```
24
Properties=species:S:1:pos:R:3:forces:R:3:lowdin_charge:R:1
C 2.914 -1.170 -0.639 -1.549 -1.599 -2.393 -0.0462
C 1.882 -0.290 -0.044 -1.733 0.645 1.371 -0.3515
C 2.416 0.669 1.012 -1.941 -1.988 2.638 -0.0229
N 0.638 -0.486 -0.287 2.315 -1.844 -0.617 0.1136
C -0.540 0.166 -0.179 -2.167 2.327 -1.205 -0.3146
C -0.405 1.634 -0.590 -4.414 1.223 1.446 -0.0398
C -1.801 -0.372 -0.116 2.584 -2.010 1.447 -0.2906
C -3.075 0.339 -0.212 -1.060 0.008 0.520 -0.0993
C -1.849 -1.801 0.474 -0.093 1.288 1.023 -0.0618
H 3.168 -1.116 -1.729 -1.264 0.343 0.410 0.1022
H 2.570 -2.198 -0.478 0.356 0.045 -0.035 0.0922
H 3.870 -1.035 -0.313 2.416 0.344 1.952 0.0298
H 3.392 0.908 0.769 1.829 1.218 -0.395 0.0358
H 2.483 0.224 2.134 -0.127 0.237 -2.661 0.1413
H 1.706 1.448 1.195 0.018 0.974 -0.322 0.0483
H -1.431 2.127 -0.958 2.159 -1.523 0.108 0.1113
H 0.360 1.785 -1.269 1.487 0.411 -1.417 0.0433
H -0.318 2.309 0.269 0.762 -0.274 0.214 0.0684
H -3.223 0.830 -1.168 0.100 0.790 0.180 0.0758
H -3.320 0.912 0.709 0.268 0.352 -0.840 0.1010
H -3.855 -0.408 -0.204 -0.338 -0.459 -0.051 0.0642
H -0.868 -2.204 0.373 0.829 -0.463 0.086 0.0386
H -2.526 -2.537 0.062 -0.549 0.245 -0.326 0.0626
H -2.056 -1.703 1.586 0.113 -0.288 -1.134 0.0986
```
Positions in Å, forces in eV/Å.

---

Number 1: DFT total energy -47722.31613 eV. Number 2: DFT total energy -59469.40090 eV. Number 3: DFT total energy -51266.10373 eV. Number 4: DFT total energy -10026.85242 eV.